Record 1
Formula: H26O13
Source: the Open Molecules 2025 dataset
Level of theory: ωB97M-V/def2-TZVPD

CARTESIAN COORDINATES (ANGSTROEM)
H (-0.88, 0.69, -0.45)
H (0.21, 0.45, -1.64)
H (-2.94, -2.66, -0.95)
H (-2.73, -2.74, 0.62)
H (1.06, 3.59, 2.82)
H (1.72, 2.14, 2.64)
H (3.88, -2.15, -1.38)
H (3.24, -2.49, -0.04)
H (-2.49, 0.00, 1.77)
H (-3.23, 0.68, 0.70)
H (-2.25, 0.55, -2.74)
H (-1.61, -0.46, -1.78)
H (3.08, 0.10, 1.16)
H (4.23, -0.43, 0.45)
H (0.51, -3.38, 1.69)
H (1.66, -2.56, 2.16)
H (-4.64, 1.05, -0.55)
H (-5.46, 2.31, -0.59)
H (1.47, -2.07, -1.74)
H (0.13, -1.55, -1.20)
H (1.30, 4.39, -1.72)
H (0.56, 3.01, -1.56)
H (2.59, 1.93, 0.45)
H (2.79, 1.13, -0.93)
H (-0.03, -1.10, 1.71)
H (-1.05, -0.48, 2.78)
O (-0.01, 0.26, -0.71)
O (-2.48, -2.31, -0.22)
O (1.58, 3.05, 2.28)
O (3.06, -2.08, -0.90)
O (-3.31, 0.44, 1.62)
O (-2.28, -0.38, -2.49)
O (3.31, -0.12, 0.31)
O (1.23, -2.89, 1.34)
O (-5.48, 1.36, -0.22)
O (0.55, -1.75, -2.04)
O (1.33, 3.47, -1.99)
O (2.36, 1.89, -0.53)
O (-0.99, -0.88, 1.90)

## Properties
Energy above the lowest of the compared OMol25 structures with the same formula, charge and spin, kJ/mol: 528.57
Frontier orbital gap, eV: 8.95
F_max, hartree/bohr: 0.0682
Highest occupied orbital energy, eV: -9.6

---

Record 2
Formula: H27O14
Source: the Open Molecules 2025 dataset
Level of theory: ωB97M-V/def2-TZVPD

CARTESIAN COORDINATES (ANGSTROEM)
O (-3.43, 0.15, -0.84)
H (0.36, 1.92, -2.07)
O (4.63, -0.14, 0.54)
H (-0.91, -0.78, -0.27)
H (3.29, 1.95, -1.61)
O (0.56, 0.33, 1.81)
H (2.51, 1.92, -0.25)
H (-2.85, -2.41, 0.92)
O (-2.82, -3.22, 1.43)
H (1.67, -2.98, 1.80)
H (-3.38, -3.93, 1.13)
O (1.76, -2.89, 0.85)
H (-2.74, 0.81, -0.97)
H (3.91, -0.19, 1.18)
O (0.01, -1.10, -0.31)
H (-0.52, 1.59, -0.63)
H (-0.55, 0.76, 3.84)
O (-1.48, 2.06, -0.25)
H (-2.93, -0.14, 1.20)
H (0.26, -0.37, -0.98)
O (3.38, 1.89, -0.66)
H (0.69, -0.36, 1.12)
H (-1.48, -2.19, -3.29)
O (-3.15, -0.18, 2.14)
H (-2.45, 0.32, 2.56)
H (0.43, 1.15, 1.33)
O (1.93, -2.34, -3.23)
H (1.02, -2.69, -3.16)
H (2.22, -2.55, -2.33)
O (-0.50, 0.62, 4.79)
H (-1.48, 2.97, -0.54)
H (-4.18, 0.32, -1.41)
O (0.60, 1.30, -1.38)
H (-0.10, 3.71, -0.88)
H (0.44, 0.51, 4.94)
O (-1.21, -1.43, -3.80)
H (1.11, -2.26, 0.45)
H (-1.36, -0.62, -3.28)
O (0.04, 4.71, -0.94)
H (4.00, 0.09, -0.19)
H (0.03, 4.90, 0.00)

## Properties
Energy above the lowest of the compared OMol25 structures with the same formula, charge and spin, kJ/mol: 232.65
Frontier orbital gap, eV: 9.37
Charge: -1
F_max, hartree/bohr: 0.0460
Highest occupied orbital energy, eV: -6.9

---

Record 3
Formula: H28InO18P
Source: the Open Molecules 2025 dataset
Level of theory: ωB97M-V/def2-TZVPD

CARTESIAN COORDINATES (ANGSTROEM)
In (1.45, 3.06, 0.07)
P (-0.32, 0.02, -0.05)
O (1.19, 0.18, -0.12)
O (-0.75, -1.06, 0.95)
O (-0.92, -0.17, -1.48)
O (-0.82, 1.43, 0.46)
O (3.65, -0.70, 0.46)
H (2.73, -0.46, 0.22)
H (4.09, 0.14, 0.59)
O (1.03, -2.60, -0.82)
H (0.13, -2.75, -0.49)
H (1.22, -1.67, -0.64)
O (-0.17, 2.36, -2.56)
H (-0.70, 2.45, -3.36)
H (-0.54, 1.58, -2.13)
O (-1.07, -3.72, 1.33)
H (-0.73, -3.88, 2.22)
H (-0.99, -2.75, 1.21)
O (-3.10, 1.38, -1.23)
H (-2.51, 0.64, -1.49)
H (-2.56, 1.94, -0.67)
O (-1.58, -0.66, 3.45)
H (-1.20, -0.52, 2.57)
H (-1.28, -1.53, 3.72)
O (2.82, 1.45, -2.17)
H (2.21, 0.72, -2.42)
H (3.63, 1.28, -2.65)
O (1.45, -1.33, 2.61)
H (0.66, -1.30, 2.03)
H (2.19, -1.52, 2.02)
O (-2.30, 1.83, 2.58)
H (-2.13, 1.08, 3.18)
H (-1.95, 1.54, 1.70)
O (-0.12, 3.76, 2.60)
H (-0.73, 3.04, 2.82)
H (-0.15, 4.36, 3.35)
O (-2.12, -2.59, -1.80)
H (-1.71, -1.73, -1.61)
H (-2.00, -2.71, -2.75)
O (1.81, 1.48, 2.78)
H (2.04, 1.61, 3.71)
H (1.58, 0.54, 2.71)
O (-1.73, -0.50, -4.07)
H (-1.11, -1.12, -4.44)
H (-1.39, -0.29, -3.18)
O (1.29, -0.61, -3.06)
H (0.51, -0.43, -2.49)
H (0.99, -1.27, -3.69)

## Properties
Energy above the lowest of the compared OMol25 structures with the same formula, charge and spin, kJ/mol: 0.00
Frontier orbital gap, eV: 3.53
F_max, hartree/bohr: 0.0517
Highest occupied orbital energy, eV: -11.0

---

Record 4
Formula: H28NO12
Source: the Open Molecules 2025 dataset
Level of theory: ωB97M-V/def2-TZVPD

CARTESIAN COORDINATES (ANGSTROEM)
N (14.30, 31.44, 9.90)
H (13.75, 30.80, 10.26)
H (14.45, 31.23, 8.86)
H (15.34, 31.54, 10.15)
H (13.86, 32.26, 9.75)
O (11.26, 31.50, 11.57)
H (10.52, 30.94, 11.19)
H (10.85, 32.20, 12.08)
O (15.07, 34.82, 8.91)
H (15.72, 34.12, 9.20)
H (15.00, 35.39, 9.65)
O (15.06, 31.00, 13.06)
H (14.31, 30.41, 13.29)
H (15.60, 30.90, 13.74)
O (14.82, 33.70, 12.58)
H (14.96, 32.75, 12.84)
H (15.32, 34.28, 13.03)
O (12.11, 34.08, 8.73)
H (11.79, 33.33, 8.21)
H (12.65, 34.63, 8.10)
O (15.01, 32.25, 6.74)
H (14.48, 33.00, 6.53)
H (15.89, 32.40, 6.94)
O (15.38, 29.49, 7.14)
H (15.08, 30.34, 6.67)
H (14.77, 28.85, 6.71)
O (11.87, 30.34, 8.08)
H (11.40, 30.97, 7.45)
H (11.38, 30.27, 8.81)
O (17.80, 30.36, 8.61)
H (16.92, 29.89, 8.41)
H (17.32, 31.17, 8.89)
O (15.81, 29.07, 10.17)
H (15.14, 28.39, 9.78)
H (15.84, 29.00, 11.07)
O (12.58, 29.70, 13.24)
H (12.14, 28.84, 12.91)
H (12.21, 30.26, 12.62)
O (17.11, 33.03, 9.37)
H (17.56, 33.02, 10.17)
H (17.56, 33.59, 8.74)

## Properties
Energy above the lowest of the compared OMol25 structures with the same formula, charge and spin, kJ/mol: 211.79
Frontier orbital gap, eV: 9.91
Charge: +1
F_max, hartree/bohr: 0.1728
Highest occupied orbital energy, eV: -13.1

---

Record 5
Formula: H28NO17
Source: the Open Molecules 2025 dataset
Level of theory: ωB97M-V/def2-TZVPD

CARTESIAN COORDINATES (ANGSTROEM)
N (0.16, 0.25, -0.21)
O (-0.10, -0.73, -0.89)
O (-0.39, 0.35, 0.88)
O (0.91, 1.16, -0.69)
O (0.17, -1.70, 2.90)
H (0.65, -1.47, 2.08)
H (0.94, -1.67, 3.52)
O (2.31, -1.36, 1.12)
H (2.53, -1.06, 0.21)
H (2.75, -2.22, 1.03)
O (-2.96, 1.54, 0.48)
H (-3.85, 1.94, 0.45)
H (-2.79, 1.01, -0.32)
O (-0.48, 0.68, 3.59)
H (-0.09, -0.19, 3.54)
H (-0.58, 0.81, 2.66)
O (-0.37, 3.65, -0.72)
H (0.09, 2.79, -0.71)
H (-0.88, 3.60, 0.08)
O (2.77, 3.95, 0.02)
H (3.66, 3.91, 0.39)
H (2.70, 3.24, -0.60)
O (-1.99, -2.29, 0.57)
H (-1.48, -1.47, 0.31)
H (-2.31, -2.18, 1.49)
O (-2.99, -0.19, 2.73)
H (-3.09, 0.31, 1.93)
H (-2.13, 0.02, 3.07)
O (1.77, -2.90, -1.62)
H (2.00, -3.64, -2.17)
H (0.92, -2.66, -2.01)
O (-0.45, 0.30, -3.59)
H (-0.09, -0.33, -3.02)
H (-0.17, 1.12, -3.18)
O (2.80, -0.52, -2.65)
H (2.48, -1.31, -2.15)
H (3.12, 0.13, -1.97)
O (2.47, 1.67, 2.07)
H (1.88, 0.96, 1.69)
H (2.87, 1.99, 1.31)
O (-2.70, 0.40, -1.80)
H (-2.68, 1.31, -2.21)
H (-1.88, 0.06, -2.21)
O (-2.12, -3.30, -1.87)
H (-2.05, -2.78, -1.06)
H (-1.34, -3.18, -2.48)

## Properties
Energy above the lowest of the compared OMol25 structures with the same formula, charge and spin, kJ/mol: 98.06
Frontier orbital gap, eV: 9.40
Charge: -1
F_max, hartree/bohr: 0.0607
Highest occupied orbital energy, eV: -7.3

---

Record 6
Formula: H28O14
Source: the Open Molecules 2025 dataset
Level of theory: ωB97M-V/def2-TZVPD

CARTESIAN COORDINATES (ANGSTROEM)
O (-0.23, 3.70, 0.30)
H (-0.84, 4.08, -0.33)
H (-0.37, 2.75, 0.22)
O (-1.01, 1.77, -2.56)
H (-0.74, 2.69, -2.58)
H (-0.21, 1.28, -2.73)
O (2.93, -1.85, 1.88)
H (3.06, -1.10, 1.30)
H (3.59, -1.75, 2.56)
O (-3.17, 0.54, -1.27)
H (-2.61, 1.03, -1.87)
H (-3.05, -0.38, -1.52)
O (-2.23, 1.82, 1.46)
H (-2.76, 1.77, 0.66)
H (-1.54, 1.17, 1.33)
O (2.84, 0.81, 0.41)
H (2.50, 1.59, 0.86)
H (3.79, 0.93, 0.39)
O (-0.27, 0.86, 3.53)
H (-0.24, -0.05, 3.23)
H (-0.90, 1.28, 2.94)
O (-2.71, -1.40, 1.92)
H (-2.70, -1.80, 2.79)
H (-1.79, -1.27, 1.71)
O (0.20, -1.61, 2.53)
H (0.10, -2.36, 3.11)
H (1.09, -1.69, 2.18)
O (1.81, 1.23, -2.24)
H (2.18, 1.20, -1.36)
H (1.94, 0.34, -2.58)
O (0.25, -1.23, -1.86)
H (-0.38, -0.96, -2.53)
H (0.10, -2.17, -1.76)
O (-2.90, -2.30, -1.46)
H (-1.94, -2.28, -1.40)
H (-3.08, -2.56, -2.36)
O (-0.16, 0.35, 0.46)
H (-0.46, -0.12, -0.32)
H (0.79, 0.22, 0.47)
O (3.34, -1.69, -1.67)
H (3.27, -1.37, -2.57)
H (2.50, -1.48, -1.27)

## Properties
Energy above the lowest of the compared OMol25 structures with the same formula, charge and spin, kJ/mol: 70.31
Frontier orbital gap (spin up / spin down), eV: 2.78 / 9.52
⟨S²⟩: 0.751
Charge: -1
F_max, hartree/bohr: 0.0280
Spin multiplicity: 2
Highest occupied orbital energy (spin up / spin down), eV: -0.5 / -7.4

---

Record 7
Formula: H28O14
Source: the Open Molecules 2025 dataset
Level of theory: ωB97M-V/def2-TZVPD

CARTESIAN COORDINATES (ANGSTROEM)
O (0.68, 0.78, -2.86)
H (0.87, 1.55, -2.32)
H (0.67, 0.05, -2.25)
O (0.42, 0.12, -0.19)
H (0.28, -0.14, 0.72)
H (-0.46, 0.29, -0.53)
O (0.97, 2.88, -1.21)
H (1.37, 2.23, -0.63)
H (1.30, 3.72, -0.88)
O (-0.84, -2.05, -2.08)
H (-1.31, -1.24, -2.26)
H (-1.37, -2.50, -1.42)
O (-1.82, 1.92, -0.89)
H (-2.01, 2.01, 0.05)
H (-1.11, 2.54, -1.04)
O (2.47, -0.57, 2.10)
H (1.93, -1.27, 1.73)
H (3.14, -0.40, 1.43)
O (1.00, 1.60, 2.74)
H (1.64, 2.32, 2.77)
H (1.53, 0.81, 2.68)
O (-1.88, -2.49, 0.38)
H (-2.35, -3.08, 0.96)
H (-1.97, -1.63, 0.79)
O (0.65, -2.45, 1.35)
H (0.59, -3.02, 2.12)
H (-0.05, -2.76, 0.77)
O (-1.32, 2.54, 2.05)
H (-0.46, 2.16, 2.17)
H (-1.25, 3.42, 2.42)
O (-3.00, -0.19, -2.08)
H (-3.82, -0.06, -2.58)
H (-2.77, 0.69, -1.77)
O (-1.93, -0.41, 2.09)
H (-1.58, 0.48, 2.12)
H (-2.66, -0.40, 2.70)
O (1.72, -2.22, -1.40)
H (0.96, -1.94, -1.91)
H (1.38, -2.33, -0.51)
O (3.48, 0.03, -1.56)
H (4.06, -0.26, -2.26)
H (2.83, -0.67, -1.48)

## Properties
Energy above the lowest of the compared OMol25 structures with the same formula, charge and spin, kJ/mol: 24.91
Frontier orbital gap, eV: 9.76
F_max, hartree/bohr: 0.0269
Highest occupied orbital energy, eV: -9.8

---

Record 8
Formula: H28O14
Source: the Open Molecules 2025 dataset
Level of theory: ωB97M-V/def2-TZVPD

CARTESIAN COORDINATES (ANGSTROEM)
O (0.27, 40.77, 39.43)
H (0.13, 41.76, 39.56)
H (0.49, 40.22, 40.26)
O (-1.49, 39.54, 38.01)
H (-1.59, 38.59, 38.23)
H (-0.90, 39.76, 38.58)
O (-0.16, 37.87, 41.14)
H (-0.74, 37.92, 41.97)
H (-1.00, 37.98, 40.46)
O (-2.23, 43.01, 41.06)
H (-1.58, 42.33, 41.52)
H (-2.78, 42.33, 40.70)
O (-0.96, 40.79, 41.98)
H (0.06, 40.93, 42.26)
H (-1.57, 41.01, 42.75)
O (0.05, 42.80, 39.22)
H (-0.43, 43.38, 38.53)
H (-0.60, 43.08, 39.79)
O (2.33, 43.92, 39.65)
H (1.48, 43.91, 39.15)
H (2.46, 43.17, 40.06)
O (0.52, 39.99, 35.79)
H (-0.30, 39.88, 35.28)
H (0.29, 40.21, 36.65)
O (-2.56, 41.69, 39.13)
H (-3.27, 42.13, 38.67)
H (-2.51, 40.72, 38.84)
O (2.86, 42.09, 40.99)
H (3.70, 42.34, 41.32)
H (2.89, 41.62, 40.20)
O (-2.71, 39.05, 40.78)
H (-3.32, 39.12, 41.51)
H (-2.12, 39.76, 41.10)
O (1.18, 40.84, 42.73)
H (1.79, 41.10, 42.14)
H (1.50, 40.16, 43.29)
O (3.14, 40.64, 38.79)
H (2.29, 40.19, 38.69)
H (3.10, 41.14, 37.82)
O (-1.32, 42.35, 36.82)
H (-1.69, 41.96, 37.76)
H (-1.55, 41.91, 35.97)

## Properties
Energy above the lowest of the compared OMol25 structures with the same formula, charge and spin, kJ/mol: 699.32
Frontier orbital gap, eV: 10.06
F_max, hartree/bohr: 0.1997
Highest occupied orbital energy, eV: -10.1

---

Record 9
Formula: H28O14
Source: the Open Molecules 2025 dataset
Level of theory: ωB97M-V/def2-TZVPD

CARTESIAN COORDINATES (ANGSTROEM)
O (2.43, -0.61, 0.68)
H (1.53, -0.45, 0.34)
H (2.92, -0.03, 0.13)
O (0.74, -1.73, -3.43)
H (-0.05, -1.80, -3.94)
H (0.31, -1.81, -2.57)
O (-0.08, -0.62, 0.05)
H (-0.30, 0.10, -0.60)
H (-0.04, -0.15, 0.88)
O (-1.81, 2.89, 0.08)
H (-2.52, 3.49, 0.05)
H (-2.02, 2.29, -0.62)
O (-0.88, 1.13, 2.30)
H (-1.40, 1.75, 1.78)
H (-0.43, 1.71, 2.88)
O (-1.25, -2.53, -1.79)
H (-0.94, -2.28, -0.89)
H (-2.23, -2.63, -1.88)
O (2.47, 1.61, 2.45)
H (3.22, 2.00, 1.98)
H (2.42, 0.72, 2.12)
O (1.50, 2.20, -0.29)
H (1.42, 2.75, 0.55)
H (1.09, 2.81, -0.89)
O (-3.08, 0.01, 0.11)
H (-3.70, -0.67, 0.30)
H (-2.50, -0.41, -0.47)
O (-2.67, -1.19, 3.21)
H (-2.04, -0.46, 3.07)
H (-2.33, -1.93, 3.79)
O (0.72, -1.07, 3.00)
H (-0.10, -0.65, 2.71)
H (0.43, -1.49, 3.79)
O (-1.03, 1.07, -1.78)
H (-0.87, 1.98, -1.87)
H (-0.97, 0.70, -2.66)
O (1.91, 0.81, -3.44)
H (1.54, 0.10, -3.94)
H (1.94, 0.51, -2.54)
O (2.03, -3.00, -0.75)
H (2.36, -2.88, -1.68)
H (2.27, -2.22, -0.22)

## Properties
Energy above the lowest of the compared OMol25 structures with the same formula, charge and spin, kJ/mol: 165.36
Frontier orbital gap, eV: 10.14
F_max, hartree/bohr: 0.0455
Highest occupied orbital energy, eV: -10.3

---

Record 10
Formula: H28O14
Source: the Open Molecules 2025 dataset
Level of theory: ωB97M-V/def2-TZVPD

CARTESIAN COORDINATES (ANGSTROEM)
H (-0.76, -0.43, 0.50)
H (0.31, 0.51, 0.83)
H (-1.29, -0.36, -1.67)
H (-2.24, -0.09, -0.41)
H (0.47, -1.20, -2.68)
H (-0.33, -0.26, -3.44)
H (-2.76, 2.12, -4.65)
H (-1.85, 1.88, -3.47)
H (-0.04, 3.49, 3.40)
H (1.07, 4.53, 3.42)
H (0.08, 3.88, -0.45)
H (1.02, 4.47, -1.47)
H (-3.38, -3.08, 0.93)
H (-4.43, -3.86, 1.96)
H (-1.90, -0.91, 3.11)
H (-1.81, -0.41, 4.59)
H (3.82, -2.11, 0.58)
H (5.20, -2.52, 0.54)
H (-4.88, 0.69, 1.04)
H (-5.00, 0.64, -0.51)
H (1.26, -1.30, 2.14)
H (2.80, -1.08, 2.33)
H (3.31, 1.39, -0.97)
H (4.19, 1.70, 0.32)
H (1.07, -3.38, -2.47)
H (0.46, -3.74, -1.15)
H (3.10, -0.37, -1.70)
H (1.68, -0.91, -1.09)
O (-0.23, 0.31, 0.10)
O (-1.73, 0.29, -1.19)
O (-0.44, -1.05, -3.03)
O (-2.18, 2.52, -4.10)
O (0.17, 4.39, 3.63)
O (0.94, 3.75, -0.79)
O (-3.50, -3.79, 1.56)
O (-2.20, -0.21, 3.70)
O (4.70, -1.85, 0.87)
O (-4.40, 0.54, 0.28)
O (2.05, -1.54, 2.65)
O (3.87, 2.10, -0.49)
O (1.14, -4.01, -1.81)
O (2.64, -0.75, -0.95)

## Properties
Energy above the lowest of the compared OMol25 structures with the same formula, charge and spin, kJ/mol: 561.43
Frontier orbital gap, eV: 9.23
F_max, hartree/bohr: 0.1227
Highest occupied orbital energy, eV: -9.8

---

Record 11
Formula: H28O14
Source: the Open Molecules 2025 dataset
Level of theory: ωB97M-V/def2-TZVPD

CARTESIAN COORDINATES (ANGSTROEM)
H (0.36, -0.36, 0.43)
H (-0.67, -0.40, -0.79)
H (0.30, -2.03, -1.78)
H (1.21, -2.08, -2.93)
H (2.43, -1.39, 2.58)
H (2.77, -2.58, 1.77)
H (-1.50, 3.11, 2.85)
H (-1.17, 3.43, 1.45)
H (-0.79, -3.20, -3.85)
H (-1.48, -4.43, -3.20)
H (-0.37, -2.72, 4.23)
H (-0.61, -1.22, 4.31)
H (2.85, -0.18, -3.14)
H (3.03, 0.31, -1.75)
H (-3.74, -1.93, -2.30)
H (-4.00, -2.18, -0.86)
H (-1.04, 1.01, 0.85)
H (-1.84, -0.27, 1.30)
H (2.72, 0.00, 0.69)
H (1.86, -1.24, 0.27)
H (0.62, 1.98, -2.78)
H (0.59, 0.58, -2.30)
H (1.77, 1.67, 0.30)
H (1.60, 1.93, 1.81)
H (-3.93, 1.52, -0.05)
H (-4.19, 2.30, 1.26)
H (0.60, 4.98, 0.08)
H (0.49, 4.00, 1.30)
O (0.26, -0.70, -0.43)
O (1.18, -1.84, -1.99)
O (2.51, -1.71, 1.67)
O (-1.22, 2.62, 2.10)
O (-0.60, -4.07, -3.55)
O (-0.38, -2.05, 4.88)
O (2.36, 0.35, -2.40)
O (-3.52, -2.56, -1.63)
O (-1.66, 0.69, 1.43)
O (2.50, -0.65, 0.00)
O (0.20, 1.45, -2.20)
O (2.03, 2.20, 1.05)
O (-3.51, 1.93, 0.68)
O (0.13, 4.25, 0.43)

## Properties
Energy above the lowest of the compared OMol25 structures with the same formula, charge and spin, kJ/mol: 859.88
Frontier orbital gap, eV: 8.89
F_max, hartree/bohr: 0.1658
Highest occupied orbital energy, eV: -8.9

---

Number 1: DFT total energy -993.57191 Eh. Number 2: DFT total energy -1069.59843 Eh. Number 3: DFT total energy -1902.51592 Eh. Number 4: DFT total energy -974.13478 Eh. Number 5: DFT total energy -1350.60701 Eh. Number 6: DFT total energy -1070.15740 Eh. Number 7: DFT total energy -1070.19148 Eh. Number 8: DFT total energy -1069.93461 Eh. Number 9: DFT total energy -1070.13799 Eh. Number 10: DFT total energy -1069.98713 Eh. Number 11: DFT total energy -1069.87346 Eh.